Entry 1:
# C4H4N2

A structure of composition C4H4N2 (wB97M-V/def2-TZVPD, the OMol25 dataset).

```
! wB97M-V def2-TZVPD RIJCOSX def2/J DEFGRID3
* xyz 0 1
C 0.80 -0.87 -0.05
C -0.69 -0.67 -0.07
H 1.45 -1.69 -0.36
H 0.44 1.32 -1.11
N -1.48 1.18 -0.52
C 0.92 0.26 0.69
C -0.07 0.94 -0.21
H 1.60 0.63 1.46
H -1.13 -1.07 0.86
N -1.84 -0.02 -0.69
*
```

## Properties
- HOMO level (eV) = -8.739
- gap between HOMO and LUMO (eV) = 9.2

Entry 2:
# C5H13N4

The ion C5H13N4 with charge +1 (wB97M-V/def2-TZVPD, the OMol25 dataset).

```
! wB97M-V def2-TZVPD RIJCOSX def2/J DEFGRID3
* xyz 1 1
N -0.23 -0.89 -1.38
H -3.55 -0.27 -1.03
N -1.38 1.81 1.84
C 0.46 0.16 -0.61
C 1.86 -0.34 -0.76
H 1.27 1.42 1.79
H 2.03 -0.62 -1.76
H -3.27 1.07 0.73
H 0.72 0.42 2.86
H -0.07 -0.60 -2.35
C -1.24 0.79 1.05
H -0.54 1.94 2.40
N -2.62 -0.25 -0.69
H 2.69 0.32 -0.47
H 0.21 -1.76 -1.16
C 0.06 -0.03 0.92
H -0.03 -1.02 1.09
C -2.47 0.58 0.21
H 0.22 1.10 -0.99
N 1.01 0.48 1.90
H -1.21 -0.84 -1.13
H 2.07 -1.18 -0.03
*
```

## Properties
- HOMO level (eV) = -13.720
- gap between HOMO and LUMO (eV) = 10.1
- SMILES = [H]/N=C/C(=N/[H])[C@H](N)[C@@H](C)[NH3+]

Entry 3:
# C3H13O4S

A structure of composition C3H13O4S (wB97M-V/def2-TZVPD, the OMol25 dataset).

```
! wB97M-V def2-TZVPD RIJCOSX def2/J DEFGRID3
* xyz -1 1
H -4.86 1.21 2.12
H 0.37 -2.70 1.47
C -0.21 -0.41 -1.22
H -1.60 1.11 1.56
H -1.20 -0.21 0.78
H 2.23 -0.29 0.06
S 3.82 0.60 -1.62
O -2.11 0.34 1.27
C 2.22 0.41 -0.76
H -1.08 0.20 -1.52
O -4.34 0.59 2.63
O -0.19 -0.65 0.14
H -0.33 -1.36 -1.76
H 1.30 0.16 -2.78
H 1.27 -1.50 1.73
H 0.73 1.42 -1.77
H -3.61 0.29 2.02
H 2.11 1.32 -0.21
O 1.07 -2.38 2.06
C 1.04 0.36 -1.73
H 3.35 1.49 -2.48
*
```

## Properties
- HOMO level (eV) = -4.695
- gap between HOMO and LUMO (eV) = 7.6

Entry 4:
# C3H2N2O2

The molecule C3H2N2O2 (wB97M-V/def2-TZVPD, the OMol25 dataset).

```
! wB97M-V def2-TZVPD RIJCOSX def2/J DEFGRID3
* xyz 0 1
O -0.15 -2.42 -1.81
C 0.18 -0.18 0.75
C 0.54 -1.44 1.49
H 0.14 0.79 1.20
H -0.28 -0.03 -1.40
N 0.10 -2.00 -0.61
O 0.87 -1.53 2.64
N 0.46 -2.51 0.61
C -0.03 -0.56 -0.50
*
```

## Properties
- HOMO level (spin up / spin down) (eV) = -10.891 / -10.889
- gap between HOMO and LUMO (spin up / spin down) (eV) = 8.6 / 8.6
- SMILES = O=C1C=C[N+]([O-])=N1

Entry 5:
# C22H26FeN

A structure of composition C22H26FeN (wB97M-V/def2-TZVPD, the OMol25 dataset).

```
! wB97M-V def2-TZVPD RIJCOSX def2/J DEFGRID3
* xyz -1 5
H -1.16 0.34 -1.01
C -3.72 0.11 2.13
C 0.42 -0.86 -0.26
H 2.44 4.68 1.03
C 2.42 -1.79 -1.11
C 0.37 -3.46 -2.89
H 2.80 -3.12 0.68
C 2.30 3.75 -0.91
C -3.13 0.16 3.41
C -0.90 -3.04 -2.33
C 1.32 -0.90 -1.43
H 3.13 3.20 -1.36
H -1.64 -2.43 -2.84
H 0.38 3.90 1.63
H 2.39 4.79 -1.22
H -1.58 2.30 0.72
H -1.52 2.20 -1.05
C 0.88 -1.92 0.65
C -1.53 -0.12 1.10
Fe 0.63 -2.68 -1.11
H 1.03 2.25 1.70
H -1.96 -3.62 -0.41
H 1.03 2.38 -2.07
H 0.36 4.03 -1.88
C -1.08 -3.69 -1.04
C -0.74 -0.09 -0.10
C 0.09 -4.53 -0.81
H 0.37 -2.20 1.57
H 1.17 -0.27 -2.30
H -3.37 0.00 -0.01
H 3.14 3.06 1.00
C 0.93 3.22 -1.36
C 0.99 -4.39 -1.95
C 2.31 3.68 0.62
C 2.15 -2.41 0.18
C -1.17 2.78 -0.18
H -3.75 0.31 4.29
H 0.17 -0.12 2.49
C -0.94 -0.12 2.41
H -1.65 3.78 -0.27
C -2.95 -0.02 1.01
H -1.27 0.07 4.52
H -4.80 0.21 2.02
C 0.94 3.13 1.05
H 1.93 -4.91 -2.09
H 0.22 -5.22 0.03
C -1.73 0.03 3.53
H 3.29 -1.95 -1.74
N 0.25 2.72 -0.17
H 0.76 -3.21 -3.87
*
```

## Properties
- HOMO level (spin up / spin down) (eV) = -0.960 / -2.815
- gap between HOMO and LUMO (spin up / spin down) (eV) = 4.1 / 5.9

Entry 6:
# C3H2N4

The molecule C3H2N4 (wB97M-V/def2-TZVPD, the OMol25 dataset).

```
! wB97M-V def2-TZVPD RIJCOSX def2/J DEFGRID3
* xyz 0 1
C 1.83 0.36 0.28
N -0.90 2.33 -0.51
N 2.97 0.29 0.49
C 0.44 0.36 0.03
H 0.10 -1.74 0.27
C -0.43 -0.81 0.04
N -0.19 1.50 -0.25
N -1.68 -0.70 -0.20
H -2.14 -1.60 -0.15
*
```

## Properties
- HOMO level (eV) = -9.356
- gap between HOMO and LUMO (eV) = 9.1

Entry 7:
# C6H9NS

The molecule C6H9NS (wB97M-V/def2-TZVPD, the OMol25 dataset).

```
! wB97M-V def2-TZVPD RIJCOSX def2/J DEFGRID3
* xyz 0 1
C 1.70 0.23 0.55
H -3.22 -1.51 -0.55
C 1.29 1.31 -0.35
H 1.89 0.68 1.57
N -3.01 -0.69 -0.04
C -0.08 1.82 -0.09
C 1.66 -2.18 -0.28
S -1.25 -0.75 0.29
H 0.67 -2.77 -0.33
H -3.47 -0.73 0.79
H -0.24 2.97 0.04
H 1.99 2.20 -0.48
C -1.21 1.11 0.19
C 1.67 -1.06 0.30
H 1.37 0.77 -1.34
H -2.26 1.33 0.36
H 2.52 -2.75 -0.62
*
```

## Properties
- HOMO level (eV) = -8.246
- gap between HOMO and LUMO (eV) = 8.9
- SMILES = C=C=CC/C=C\SN

For each record above, in turn, the calculated relative energy (zero: lowest compared OMol25 entry of this formula, charge and spin) values are 196.0, 43.4, 17.4, 87.8, 54.5, 37.1, 89.5 kcal per mole.
For each record above, in turn, the calculated E values are -264.0141, -417.0398, -821.2684, -375.3716, -2172.1621, -334.4660, -686.8202 a.u..